[1]
{
  "formula": "C14H34Ba2F6LiN3O15S2",
  "method": "ωB97M-V with the def2-TZVPD basis set",
  "charge": 2,
  "total_energy_ev": -89791.2516,
  "gap_ev": 2.6879,
  "spin_multiplicity": 1,
  "lumo_energy_ev": -7.562,
  "species": ["Li", "Ba", "Ba", "N", "O", "O", "O", "C", "F", "F", "F", "S", "O", "O", "O", "C", "F", "F", "F", "S", "O", "O", "O", "C", "C", "C", "O", "C", "N", "H", "H", "H", "H", "H", "H", "H", "H", "H", "H", "H", "C", "C", "C", "O", "C", "N", "H", "H", "H", "H", "H", "H", "H", "H", "H", "H", "H", "C", "C", "O", "O", "H", "H", "H", "H", "H", "H", "C", "C", "O", "O", "H", "H", "H", "H", "H", "H"],
  "xyz": [[-6.3074, -8.4871, -17.1334], [0.1913, -4.8609, -14.0653], [-6.3862, 0.4092, -18.8208], [-0.5430, 1.0797, -16.0838], [0.3823, 1.7096, -15.5151], [-1.3712, 1.5681, -16.8650], [-0.7835, -0.0420, -15.7361], [-7.5720, -3.7867, -12.4568], [-7.3499, -4.8129, -11.6164], [-8.8164, -3.8387, -12.8634], [-7.3985, -2.6648, -11.6989], [-6.3145, -4.0076, -13.9635], [-6.6234, -3.0283, -14.9355], [-4.9120, -3.7365, -13.4226], [-6.5649, -5.3209, -14.5416], [-1.7585, -5.9781, -21.4918], [-1.2096, -4.8385, -21.9562], [-2.5855, -6.4895, -22.4823], [-0.7661, -6.9318, -21.2298], [-2.8546, -5.5517, -19.9355], [-3.6097, -4.2848, -20.1306], [-3.7305, -6.6855, -19.8949], [-2.0637, -5.4500, -18.6583], [-5.6222, 2.7246, -12.6236], [-6.6163, 2.3262, -13.7338], [-8.1116, 2.3653, -13.3557], [-8.8123, 1.4681, -14.2971], [-10.2073, 1.6888, -14.1757], [-6.4654, 3.0673, -14.9272], [-5.7853, 3.6816, -12.1281], [-4.5681, 2.6905, -12.8989], [-5.7370, 2.1107, -11.7303], [-6.2613, 1.3110, -13.9113], [-8.5873, 3.3460, -13.3685], [-8.2511, 1.8337, -12.4144], [-10.8981, 1.0204, -14.6896], [-10.5469, 2.7152, -14.3143], [-10.4982, 1.4998, -13.1423], [-5.5160, 3.3437, -15.1330], [-6.6492, 4.0461, -14.7591], [-12.1189, -2.4629, -20.0332], [-10.6659, -1.9852, -20.2650], [-9.9502, -2.3040, -21.5398], [-8.8445, -1.4343, -21.8055], [-8.4088, -1.1684, -23.1102], [-10.5872, -0.5858, -19.9240], [-12.4725, -2.3152, -19.0128], [-12.0349, -3.5474, -20.1039], [-12.9461, -2.1870, -20.6871], [-10.1442, -2.5266, -19.4758], [-10.7006, -2.1719, -22.3192], [-9.6522, -3.3523, -21.5215], [-8.1250, -2.1822, -23.3928], [-7.5360, -0.5320, -23.2560], [-9.2415, -0.8773, -23.7504], [-10.8301, -0.5912, -18.9437], [-11.2862, -0.1004, -20.4680], [-1.9166, -4.9672, -8.9282], [-1.3209, -3.5929, -8.6639], [-0.8485, -3.1154, -9.9578], [-1.2104, -5.8900, -9.7725], [-2.8443, -4.9117, -9.4978], [-1.9730, -5.4328, -7.9443], [-0.6108, -3.6570, -7.8394], [-2.1623, -3.0402, -8.2459], [-0.6036, -2.2190, -9.7169], [-1.7528, -6.6536, -9.9831], [-9.3663, -10.0365, -14.2606], [-10.1661, -10.0956, -15.5553], [-9.3609, -9.7221, -16.7048], [-8.1920, -10.8441, -14.2560], [-9.9760, -10.4760, -13.4712], [-9.1533, -8.9783, -14.1093], [-10.8675, -9.2770, -15.3938], [-10.7670, -10.9901, -15.7191], [-9.9033, -10.0862, -17.4082], [-7.4196, -10.2773, -14.3180]]
}

---

[2]
{
  "formula": "C14H34BiNO3P2Si",
  "method": "ωB97M-V with the def2-TZVPD basis set",
  "total_energy_ev": -54995.7263,
  "gap_ev": 6.4083,
  "spin_multiplicity": 1,
  "lumo_energy_ev": 0.661,
  "species": ["C", "C", "N", "C", "C", "C", "C", "P", "Bi", "P", "C", "O", "O", "H", "H", "H", "C", "C", "H", "H", "H", "H", "C", "C", "H", "H", "H", "H", "H", "H", "H", "H", "H", "H", "H", "H", "H", "H", "H", "H", "H", "H", "C", "Si", "C", "C", "O", "H", "H", "H", "H", "H", "H", "H", "H", "H"],
  "xyz": [[-0.1386, -2.4648, -3.7635], [-0.3819, -1.9183, -2.4742], [0.2027, -0.7139, -2.1448], [0.9878, -0.0583, -3.0054], [1.2558, -0.5820, -4.2798], [0.6790, -1.7940, -4.6561], [-1.1900, -2.6087, -1.5007], [-1.6926, -1.9243, 0.0544], [-0.5500, 0.4733, -0.0372], [1.6743, 1.6773, -0.8163], [1.5218, 1.3253, -2.6290], [1.3442, -3.8483, -0.5618], [3.1582, -1.8934, -0.5933], [-0.6199, -3.4009, -4.0141], [1.9132, -0.0320, -4.9438], [0.8733, -2.2086, -5.6415], [-3.4259, -1.3132, 0.1251], [-1.4322, -3.0005, 1.5103], [2.5038, 1.4947, -3.0933], [0.8710, 2.1090, -3.0570], [0.4172, -3.6116, -0.8195], [-1.6461, -3.5487, -1.8436], [1.2594, 3.4298, -0.4672], [3.3786, 1.3516, -0.2823], [1.2660, -1.2073, 1.1775], [3.7503, -2.1290, 0.1433], [2.5023, -2.6531, -0.6453], [1.5232, -4.6827, -1.0301], [-1.7197, 1.4079, -1.0256], [1.5648, -1.0839, 0.4997], [-4.1515, -2.1319, 0.0632], [-3.5987, -0.7723, 1.0653], [-3.6142, -0.6218, -0.7035], [-2.1435, -3.8376, 1.5546], [-0.4153, -3.4119, 1.5030], [-1.5491, -2.4049, 2.4247], [4.1253, 2.0076, -0.7503], [3.4347, 1.4964, 0.8036], [3.6322, 0.3056, -0.4906], [1.9533, 4.1378, -0.9379], [0.2455, 3.6627, -0.8168], [1.2786, 3.6045, 0.6179], [-3.0858, 1.6104, 3.2733], [-1.2639, 2.0857, 3.0633], [-1.1529, 3.9111, 2.5713], [-0.2286, 1.6978, 4.5911], [-0.5273, 1.1299, 1.9864], [-3.5662, 2.1484, 4.1067], [-3.2036, 0.5368, 3.4882], [-3.6970, 1.8191, 2.3805], [-1.5507, 4.5727, 3.3581], [-0.1150, 4.2326, 2.3950], [-1.7154, 4.1476, 1.6539], [-0.2694, 0.6165, 4.7899], [0.8278, 1.9165, 4.3743], [-0.4993, 2.2221, 5.5149]]
}

---

[3]
{
  "formula": "C14H34IN4O2P2Ru",
  "method": "ωB97M-V with the def2-TZVPD basis set",
  "de_lowest_kcal_mol": 8.63,
  "charge": 4,
  "total_energy_ev": -54343.7728,
  "gap_ev": [7.1191, 6.1425],
  "spin_multiplicity": 2,
  "lumo_energy_ev": [-14.675, -15.656],
  "species": ["Ru", "C", "P", "C", "C", "C", "P", "C", "C", "H", "H", "H", "H", "H", "H", "H", "H", "H", "H", "H", "H", "H", "H", "H", "H", "O", "N", "C", "C", "N", "C", "C", "C", "C", "N", "H", "H", "H", "H", "H", "H", "H", "H", "H", "H", "H", "H", "H", "H", "N", "C", "O", "C", "I", "H", "H", "H", "H"],
  "xyz": [[0.8671, 0.8526, -0.6368], [0.7990, 3.8156, 1.3508], [0.3723, 2.0677, 1.4191], [-1.3156, 1.9938, 2.0392], [1.4351, 1.3014, 2.6810], [2.8387, 1.1073, 2.1495], [2.8464, 0.1924, 0.5719], [2.8108, -1.5694, 0.9797], [4.4527, 0.5036, -0.1809], [1.8358, 3.9624, 1.0573], [0.6475, 4.2544, 2.3403], [0.1475, 4.3312, 0.6440], [-1.3262, 2.4632, 3.0266], [-1.6632, 0.9660, 2.1352], [-1.9860, 2.5520, 1.3850], [0.9875, 0.3502, 2.9827], [1.4321, 1.9456, 3.5651], [3.4529, 0.5402, 2.8551], [3.3428, 2.0644, 1.9920], [3.7877, -1.8421, 1.3875], [2.6393, -2.1801, 0.0920], [2.0576, -1.7768, 1.7425], [5.2106, 0.2216, 0.5556], [4.5975, 1.5507, -0.4379], [4.5942, -0.1080, -1.0733], [1.5249, -0.2672, -3.2422], [1.1802, -0.2168, -2.1963], [-4.0377, -4.0833, 0.2529], [-3.5512, -2.6465, 0.2175], [-2.1159, -2.4020, 0.2967], [-1.2322, -3.4790, 0.7226], [-0.6195, -4.2064, -0.4967], [-1.6126, -1.1223, -0.0605], [-2.5606, -0.1082, -0.6010], [-0.3549, -0.8587, 0.0647], [-5.1219, -4.0597, 0.1546], [-3.8119, -4.6073, 1.1806], [-3.6334, -4.6752, -0.5681], [-3.9944, -2.0993, 1.0762], [-3.9503, -2.1223, -0.6540], [-1.8222, -4.1818, 1.3033], [-0.4546, -3.0880, 1.3793], [-1.3867, -4.6336, -1.1386], [-0.0018, -5.0205, -0.1185], [-0.0055, -3.5320, -1.0962], [-3.4092, 0.0622, 0.0630], [-2.9543, -0.4388, -1.5661], [-2.0337, 0.8285, -0.7564], [0.2186, -1.6262, 0.4047], [-1.2020, 3.0980, -3.8396], [-0.2584, 2.8541, -2.9586], [-0.4238, 2.0900, -1.9815], [1.0485, 3.5850, -3.1669], [2.5020, 2.9056, -1.7730], [-2.1174, 2.6785, -3.7485], [-1.0725, 3.7425, -4.6093], [0.9336, 4.6569, -3.0104], [1.4667, 3.4140, -4.1572]]
}

---

[4]
{
  "formula": "C14H34N6O13S",
  "method": "ωB97M-V with the def2-TZVPD basis set",
  "de_lowest_kcal_mol": 33.37,
  "smiles": "C[N+](=O)[O-].C[N+](=O)[O-].C[N+](=O)[O-].O=S1(=O)OCCO1.CN(C)C=O.CN(C)C=O.CN(C)C=O",
  "total_energy_ev": -61451.1136,
  "gap_ev": 8.7644,
  "spin_multiplicity": 1,
  "lumo_energy_ev": -0.064,
  "species": ["C", "N", "O", "O", "H", "H", "H", "C", "N", "O", "O", "H", "H", "H", "C", "N", "O", "O", "H", "H", "H", "O", "S", "O", "O", "C", "C", "O", "H", "H", "H", "H", "C", "N", "C", "C", "O", "H", "H", "H", "H", "H", "H", "H", "C", "N", "C", "C", "O", "H", "H", "H", "H", "H", "H", "H", "C", "N", "C", "C", "O", "H", "H", "H", "H", "H", "H", "H"],
  "xyz": [[0.3266, -0.7487, 1.1426], [1.4757, -0.6696, 0.1641], [1.8218, 0.4684, -0.1717], [1.9658, -1.7478, -0.1855], [-0.4812, -1.2925, 0.6529], [0.1218, 0.2905, 1.4002], [0.5770, -1.1838, 2.1101], [-2.4243, 0.0693, 4.7652], [-1.8050, -1.0480, 4.0676], [-0.8374, -1.5536, 4.6373], [-2.2000, -1.4006, 2.9849], [-1.9956, 0.9584, 4.3028], [-2.2850, -0.0776, 5.8363], [-3.4806, 0.0874, 4.4970], [4.2279, -2.6221, 2.2483], [2.8253, -2.8675, 2.6546], [2.5096, -2.3365, 3.7160], [2.1965, -3.6310, 1.9009], [4.2688, -1.7011, 1.6668], [4.5368, -3.5063, 1.6907], [4.8390, -2.5566, 3.1486], [4.3227, 6.0130, -2.3224], [4.6226, 4.6535, -1.9580], [5.5997, 3.9127, -2.7753], [4.9836, 4.5979, -0.3111], [3.8234, 4.5525, 0.5155], [2.8704, 3.6872, -0.3602], [3.1612, 3.9141, -1.7330], [4.0619, 4.1296, 1.4914], [3.3841, 5.5456, 0.6094], [1.8224, 3.9865, -0.3427], [2.8320, 2.6229, -0.1282], [-2.9254, -5.9533, 1.0910], [-3.2223, -4.5502, 0.8577], [-2.1370, -3.8214, 0.2227], [-4.4628, -4.0933, 1.1804], [-4.8434, -2.9265, 0.9420], [-3.7962, -6.5799, 1.2838], [-2.1391, -5.9899, 1.8449], [-2.4628, -6.4108, 0.2164], [-1.9121, -4.3429, -0.7077], [-2.2601, -2.7543, 0.0376], [-1.2238, -3.9254, 0.8087], [-5.0980, -4.7650, 1.7783], [-4.5637, 2.8965, -1.4861], [-3.7345, 2.5957, -0.4074], [-3.8872, 3.2648, 0.8756], [-2.8083, 1.6051, -0.5533], [-2.0972, 1.1558, 0.3744], [-5.5595, 3.0548, -1.0720], [-4.6470, 1.9981, -2.0978], [-4.3627, 3.6212, -2.2751], [-3.5659, 4.3022, 0.7829], [-4.9156, 3.0482, 1.1646], [-3.3620, 2.8218, 1.7218], [-2.6838, 1.2505, -1.5881], [1.3377, 1.3468, -3.6222], [2.1047, 0.1760, -4.1157], [2.6011, 0.2664, -5.5126], [2.3115, -1.0117, -3.4113], [2.8644, -2.0221, -3.8840], [2.0500, 2.1699, -3.6784], [1.0916, 1.3118, -2.5609], [0.4796, 1.5886, -4.2494], [1.7860, 0.7371, -6.0623], [3.3986, 0.9929, -5.6680], [3.0172, -0.7071, -5.7718], [1.9609, -0.8965, -2.3740]]
}

---

[5]
{
  "formula": "C14H34O6P",
  "method": "ωB97M-V with the def2-TZVPD basis set",
  "de_lowest_kcal_mol": 0.00,
  "charge": 1,
  "total_energy_ev": -36633.5624,
  "gap_ev": 8.3571,
  "spin_multiplicity": 1,
  "lumo_energy_ev": -3.291,
  "species": ["O", "C", "C", "P", "C", "O", "C", "O", "C", "C", "O", "H", "H", "H", "H", "H", "H", "H", "H", "H", "H", "H", "H", "H", "H", "C", "C", "O", "C", "C", "H", "H", "H", "H", "H", "H", "H", "H", "H", "H", "C", "C", "O", "C", "C", "H", "H", "H", "H", "H", "H", "H", "H", "H", "H"],
  "xyz": [[3.3351, 3.7783, -3.6372], [2.3660, 3.0862, -3.7504], [1.0346, 3.4647, -3.1055], [-0.2558, 3.6606, -4.3426], [-0.8723, 2.0137, -4.8674], [-1.2576, 1.3954, -3.6728], [-0.6217, 0.1452, -3.3781], [0.4833, 0.3879, -2.5791], [0.4656, -0.1871, -1.2646], [1.7357, 0.2511, -0.5572], [2.9069, 0.0018, -1.3247], [2.3892, 2.1376, -4.3146], [1.1570, 4.4065, -2.5581], [0.7059, 2.6543, -2.4426], [-1.3154, 4.3980, -3.8208], [0.2606, 4.3488, -5.4426], [-0.0291, 1.5196, -5.3685], [-1.7054, 2.1268, -5.5698], [-0.2888, -0.3110, -4.3194], [-1.3685, -0.4882, -2.8918], [-0.4152, 0.1486, -0.7025], [0.4073, -1.2826, -1.3312], [1.8076, -0.2326, 0.4225], [1.6974, 1.3383, -0.4269], [2.8795, -0.9088, -1.6448], [-1.7602, -3.6026, 2.5686], [-1.4922, -2.3723, 1.7224], [-1.0542, -2.6576, 0.4004], [-1.9566, -3.4006, -0.4033], [-3.2985, -2.7233, -0.6228], [-0.8718, -4.2329, 2.6207], [-2.0302, -3.3005, 3.5808], [-2.5810, -4.2035, 2.1759], [-0.6808, -1.7943, 2.1625], [-2.3728, -1.7198, 1.7020], [-2.0987, -4.4059, 0.0053], [-1.4434, -3.5214, -1.3590], [-3.8562, -2.6035, 0.3058], [-3.9093, -3.3233, -1.2977], [-3.1647, -1.7331, -1.0644], [1.5275, -1.3208, 4.0369], [2.3024, -0.0283, 3.8563], [1.6978, 0.9039, 2.9717], [0.4194, 1.3837, 3.3506], [0.3887, 2.0915, 4.6933], [1.3789, -1.8142, 3.0752], [2.0862, -1.9964, 4.6847], [0.5505, -1.1582, 4.4954], [3.2724, -0.2441, 3.4085], [2.4986, 0.4392, 4.8264], [-0.3192, 0.5721, 3.3309], [0.1423, 2.0848, 2.5613], [0.6387, 1.4220, 5.5164], [-0.6109, 2.4845, 4.8813], [1.0955, 2.9218, 4.7044]]
}

---

[6]
{
  "formula": "C14H35BeNP2S2",
  "method": "ωB97M-V with the def2-TZVPD basis set",
  "de_lowest_kcal_mol": 84.10,
  "charge": 2,
  "total_energy_ev": -57208.3882,
  "gap_ev": 5.7357,
  "spin_multiplicity": 1,
  "lumo_energy_ev": -8.377,
  "species": ["Be", "S", "S", "C", "C", "C", "N", "C", "C", "H", "H", "H", "H", "H", "H", "H", "H", "C", "H", "H", "H", "H", "H", "H", "H", "C", "C", "H", "H", "H", "H", "C", "P", "C", "C", "C", "P", "C", "C", "H", "H", "H", "H", "H", "H", "H", "H", "H", "H", "H", "H", "H", "H", "H", "H"],
  "xyz": [[-0.1256, -1.3371, -1.1251], [0.1575, -0.7903, 2.0174], [1.0908, 0.8028, -1.7112], [1.7488, -0.3124, 2.7503], [0.6113, -2.4874, 1.6750], [1.7456, -2.6350, 0.6639], [1.3656, -2.0209, -0.6516], [2.5278, -1.5644, -1.4897], [2.1387, -0.4650, -2.4533], [-0.2927, -3.0355, 1.3723], [0.9534, -2.8596, 2.6453], [1.9379, -3.7054, 0.4533], [2.6809, -2.1730, 0.9900], [2.8559, -2.4387, -2.0650], [3.3384, -1.2518, -0.8269], [1.6226, -0.8390, -3.3391], [3.0516, 0.0427, -2.7639], [2.4395, 1.5601, -0.6682], [1.0939, -2.8744, -1.1752], [2.4986, 1.0912, 0.3255], [2.2244, 2.6369, -0.5742], [3.3847, 1.4262, -1.2164], [1.4857, 0.3000, 3.6256], [2.3853, 0.2565, 2.0574], [2.2585, -1.2272, 3.0793], [-0.2397, -2.5861, -2.5570], [-1.4326, -1.9890, -2.1411], [-0.1614, -3.6733, -2.3480], [0.2991, -2.1769, -3.4340], [-2.0729, -2.6798, -1.5997], [-1.9741, -1.4300, -2.9122], [-0.5113, 3.7847, -0.1108], [-0.1789, 2.2903, 0.9211], [0.7354, 3.0587, 2.3190], [-1.8107, 2.1403, 1.7868], [-2.7564, 1.1960, 1.0510], [-1.9533, 0.0022, -0.1771], [-2.9764, -1.4479, 0.3577], [-2.6357, 0.7576, -1.7238], [-0.9213, 4.5757, 0.5333], [-1.2145, 3.5588, -0.9241], [0.4413, 4.1186, -0.5469], [0.1965, 3.9620, 2.6352], [0.8213, 2.3602, 3.1627], [1.7417, 3.3323, 1.9778], [-1.6213, 1.7536, 2.8008], [-2.2507, 3.1503, 1.8496], [-3.2927, 0.5573, 1.7669], [-3.5212, 1.7465, 0.4758], [-3.9247, -1.4233, -0.1949], [-2.4895, -2.4122, 0.1994], [-3.1791, -1.3914, 1.4365], [-3.7284, 0.7813, -1.7151], [-2.2334, 1.7704, -1.8664], [-2.3342, 0.2137, -2.6182]]
}